(1)
The following is a DFT calculation (wB97M-V/def2-TZVPD) of a 2-piece molecular cluster, C2H11N2 overall.

```
! wB97M-V def2-TZVPD RIJCOSX def2/J DEFGRID3
* xyz 1 1
N 0.00798 1.66206 1.56713
H -0.45698 1.34793 2.40975
H 0.46732 0.47349 0.20867
H 0.67586 2.39509 1.79609
H -0.67457 2.22845 1.05704
C -0.53002 -0.15637 -1.60698
N 0.47351 -0.28828 -0.51047
C 0.25717 -1.58023 0.28010
H -0.43291 0.82818 -2.06038
H -1.52369 -0.27802 -1.19378
H -0.30318 -0.92901 -2.33313
H 1.39827 -0.26433 -0.92360
H 1.19187 -1.77826 0.79051
H -0.51768 -1.35736 0.99116
H -0.03297 -2.30336 -0.47210
*
```

Orbital gap ... 12.36 eV
LUMO energy ... -3.10 eV
Relative energy (zero: lowest compared OMol25 entry of this formula, charge and spin) ... 0.4161 eV

=====

(2)
The following is a DFT calculation (wB97M-V/def2-TZVPD) of C3H5AgMgO4 as an isolated structure.

```
! wB97M-V def2-TZVPD RIJCOSX def2/J DEFGRID3
* xyz 3 2
O 0.47387 -0.37489 -0.09109
C 1.82704 -0.14727 -0.16436
C -0.35559 0.46584 -0.67710
O 2.55125 -1.09170 0.24396
O 2.29202 0.84821 -0.72580
C -1.73003 0.47237 -0.21690
Mg 4.19415 0.15007 -0.29522
H -0.05612 0.84465 -1.66112
H -1.13766 1.56794 0.14602
H -2.18367 -0.53236 -0.34572
H -2.36959 1.03006 -0.93588
Ag 2.56245 -3.45638 1.07094
O -2.72598 0.49113 1.83611
H -3.34216 -0.26768 1.81616
*
```

Orbital gap (alpha / beta) ... 7.00 / 6.30 eV
LUMO energy (alpha / beta) ... -14.15 / -14.15 eV
<S²> ... 0.757

=====

(3)
The following is a DFT calculation (wB97M-V/def2-TZVPD) of a 10-piece molecular cluster, C9H36F6N18O9P overall.

```
! wB97M-V def2-TZVPD RIJCOSX def2/J DEFGRID3
* xyz -1 1
P 8.97733 11.18960 9.12974
F 9.86409 9.91675 9.56555
F 9.93779 11.33091 7.78650
F 7.96588 10.20805 8.29002
F 8.02172 12.43879 8.55287
F 8.14987 11.07296 10.48586
F 9.96080 12.22690 9.86680
C 11.70831 13.78404 5.73644
O 12.60434 14.54639 5.41123
N 10.42126 14.21955 5.99193
N 11.72728 12.36800 5.75412
H 10.29115 15.23039 6.13303
H 9.67227 13.61787 6.38339
H 10.94357 11.78870 5.69343
H 12.62174 11.90055 5.83562
C 13.60627 9.42950 6.60010
O 13.82721 10.44995 5.95400
N 12.35766 9.03596 7.07616
N 14.58196 8.49102 6.74749
H 12.18286 8.10284 7.40672
H 11.63522 9.74287 7.26256
H 15.49689 8.54422 6.37480
H 14.44406 7.89422 7.58452
C 6.07310 14.29156 6.64517
O 5.42174 14.73935 5.75550
N 7.24702 14.93439 7.12872
N 5.77742 13.01624 7.20518
H 7.37494 15.84970 6.74340
H 7.65656 14.63473 7.98867
H 6.43789 12.40539 7.67896
H 5.10742 12.48695 6.62734
C 13.36800 8.21143 10.23404
O 13.04900 7.13382 9.81468
N 14.65976 8.56527 10.72264
N 12.58457 9.28431 10.44475
H 15.20417 7.76218 10.61477
H 14.91826 9.47836 10.25746
H 11.65556 9.25272 10.08977
H 13.05309 10.16838 10.64778
C 8.76236 10.42606 14.86623
O 8.26336 10.43037 15.97534
N 8.13668 10.13211 13.73941
N 10.16464 10.65979 14.67236
H 7.12877 10.08270 13.81994
H 8.56222 10.13502 12.83310
H 10.73716 10.60019 15.47275
H 10.47481 10.07366 13.87927
C 15.37049 12.02558 9.52802
O 14.42743 11.46842 10.15186
N 15.65149 11.78111 8.23381
N 16.15143 12.94434 10.08920
H 16.34856 12.29368 7.77875
H 15.05663 11.21482 7.59884
H 16.92420 13.34124 9.52122
H 16.23425 12.91984 11.05687
C 13.85190 8.59197 14.19258
O 14.00892 8.18383 15.34734
N 14.48553 9.73343 13.76782
N 13.03613 8.02443 13.32568
H 14.55929 9.66229 12.78110
H 15.44476 9.75818 14.12012
H 12.73294 8.60176 12.55366
H 12.41213 7.30910 13.66985
C 16.35512 14.88846 7.24655
O 17.25610 14.06520 7.57319
N 16.07382 16.06576 7.88785
N 15.56009 14.56091 6.13150
H 15.08523 16.17300 8.08654
H 16.45164 16.13754 8.81336
H 15.58967 13.61941 5.83390
H 14.78016 15.09542 5.84337
C 13.04819 14.95632 9.42117
O 13.45103 16.08793 9.12672
N 13.33750 13.86089 8.61919
N 12.25259 14.55707 10.45472
H 13.71677 14.09229 7.72033
H 12.64063 13.11367 8.57289
H 12.53774 13.67378 10.78876
H 12.03749 15.27454 11.15513
*
```

Orbital gap ... 9.81 eV
LUMO energy ... 2.15 eV

=====

(4)
The following is a DFT calculation (wB97M-V/def2-TZVPD) of C29H22ClIrN6O5S3 as an isolated structure.

```
! wB97M-V def2-TZVPD RIJCOSX def2/J DEFGRID3
* xyz 2 1
Ir 0.13728 0.18377 0.09884
O 4.61736 0.88882 3.73338
C 5.04015 0.53447 2.53010
O 6.15443 0.15670 2.31483
C 4.03647 0.57126 1.40789
C 4.34444 0.50337 0.05556
Cl 5.83195 0.62740 -0.71451
N 3.19323 0.35364 -0.64910
N 2.16400 0.27880 0.21630
C 2.64662 0.40647 1.44374
C 1.58718 0.65955 2.46844
O 1.83841 0.98422 3.60138
O 0.35605 0.53665 2.00618
C 2.97864 -0.02401 -2.02453
C 3.69056 -1.08190 -2.56391
C 3.42385 -1.45998 -3.87084
C 2.44682 -0.80038 -4.60652
C 1.74090 0.25599 -4.04804
C 2.01332 0.66178 -2.74797
H 3.65416 1.05681 3.77838
H 4.44095 -1.59542 -1.97722
H 3.98098 -2.27333 -4.31596
H 2.24631 -1.10207 -5.62563
H 0.99877 0.78341 -4.63186
H 1.51792 1.52614 -2.32502
N -2.44868 -2.16752 0.39660
C -2.78074 -0.88515 0.25245
N -1.90774 0.10628 0.09871
C -2.55568 1.34182 -0.00143
C -3.89383 1.28295 0.04742
S -4.41609 -0.35252 0.24167
C -1.66570 2.48320 -0.11361
C -1.94690 3.79292 -0.16649
S -0.49639 4.71854 -0.22116
C 0.43655 3.27791 -0.15804
N -0.29605 2.17211 -0.12979
N 1.77709 3.33036 -0.15517
H -1.47381 -2.43182 0.42666
H -3.15861 -2.86949 0.50827
H -4.60852 2.08662 -0.00847
H -2.90977 4.27550 -0.15987
H 2.25227 4.21641 -0.14796
H 2.33231 2.49945 -0.13062
O 0.30378 -1.87030 0.38989
S 1.52070 -2.71666 -0.09975
C 2.63221 -2.75756 1.28381
C 3.94498 -3.11411 1.00799
C 4.86404 -3.11065 2.04564
C 4.46759 -2.73873 3.31993
C 3.14923 -2.37087 3.57307
C 2.21344 -2.37917 2.55010
C 0.87294 -4.35341 -0.12876
C 1.15855 -5.11895 -1.24916
C 0.70717 -6.43248 -1.28958
C -0.02403 -6.94332 -0.22946
C -0.30896 -6.15676 0.88578
C 0.14691 -4.85374 0.94947
H 4.24904 -3.39167 0.00452
H 5.89466 -3.37579 1.85261
H 5.19166 -2.71980 4.12336
H 2.86209 -2.04880 4.56550
H 1.18485 -2.08992 2.72386
H 1.71480 -4.69967 -2.07881
H 0.92153 -7.04933 -2.15136
H -0.37567 -7.96572 -0.26446
H -0.87183 -6.57201 1.71085
H -0.03749 -4.24404 1.82608
*
```

Orbital gap ... 6.75 eV
LUMO energy ... -6.98 eV
Relative energy (zero: lowest compared OMol25 entry of this formula, charge and spin) ... 0.0000 eV

=====

(5)
The following is a DFT calculation (wB97M-V/def2-TZVPD) of an isolated ion of composition C3H4N3OS2 and charge -1.

```
! wB97M-V def2-TZVPD RIJCOSX def2/J DEFGRID3
* xyz -1 1
C -1.04559 1.64874 -0.33039
C 2.38972 -0.45386 -0.29314
C -0.66094 0.33359 0.25007
N -1.39605 2.64943 -0.81079
N -1.46480 -0.06622 1.37004
N -0.68750 -0.67159 -0.80752
O 2.02185 -0.70895 -1.42955
S 3.77959 -0.75361 0.54398
S 1.22554 0.50232 0.87108
H -2.42405 0.32722 1.30338
H -1.51652 -1.02407 1.39053
H -0.10603 -0.28045 -1.52906
H -0.11521 -1.50257 -0.52864
*
```

Orbital gap ... 7.72 eV
LUMO energy ... 3.57 eV
Relative energy (zero: lowest compared OMol25 entry of this formula, charge and spin) ... 0.0000 eV
SMILES string ... N#CC(N)(N)SC([O-])=S

=====

(6)
The following is a DFT calculation (wB97M-V/def2-TZVPD) of an isolated ion of composition C5H12NO and charge -1.

```
! wB97M-V def2-TZVPD RIJCOSX def2/J DEFGRID3
* xyz -1 1
C -2.06532 -0.51943 0.37341
C -1.29344 0.64311 0.99323
N -0.19645 1.23483 0.24686
C 1.42093 0.57382 -1.49050
C 1.05964 0.40497 -0.00154
C 1.14458 -1.08665 0.31628
O 2.34851 -1.69113 0.24898
H -2.85775 -0.90988 1.02027
H -1.31556 -1.31119 0.36479
H -2.48147 -0.42277 -0.62673
H -0.89944 0.29782 1.95142
H -1.99229 1.42097 1.32884
H -0.40339 1.64018 -0.64632
H 2.44405 0.20447 -1.63049
H 0.87714 -0.16917 -2.07985
H 1.34971 1.60341 -1.85396
H 1.80623 0.94956 0.58628
H 0.62507 -1.27187 1.29959
H 0.42925 -1.59104 -0.40054
*
```

Orbital gap ... 6.23 eV
LUMO energy ... 4.00 eV
Relative energy (zero: lowest compared OMol25 entry of this formula, charge and spin) ... 1.0779 eV
SMILES string ... CCN[C@H](C)C[O-]